(1)
Formula: C4H3FOS
Source: the Open Molecules 2025 dataset
Level of theory: ωB97M-V with the def2-TZVPD basis set

Structure (XYZ):
```
10
C4H3FOS | the Open Molecules 2025 dataset | ωB97M-V with the def2-TZVPD basis set
C -1.5269 0.1029 -0.2607
C -0.1863 0.1613 -0.8198
C -1.4117 -0.4772 0.9252
C 0.5262 -0.4198 0.1139
O -0.1284 -0.8286 1.1732
F 3.6498 0.4540 -1.0739
S 3.3054 0.3616 0.5248
H -2.4060 0.5562 -0.6449
H 0.2604 0.7706 -1.6550
H -2.0826 -0.6812 1.7171
```

Max |F|   2.8 eV/A
E   -19790.8563 eV
Spin multiplicity   3
LUMO level (spin up / spin down)   -0.2 / -2.6 eV
Frontier orbital gap (spin up / spin down)   8.7 / 6.2 eV

***

(2)
Formula: C72H204F2N33O17P11
Source: the Open Molecules 2025 dataset
Level of theory: ωB97M-V with the def2-TZVPD basis set

Structure (XYZ):
```
339
C72H204F2N33O17P11 | the Open Molecules 2025 dataset | ωB97M-V with the def2-TZVPD basis set
C -0.8564 26.3640 14.9083
C -0.7914 27.4401 15.9760
O 0.5665 27.8391 15.7552
C 0.7472 27.8556 14.4395
O 1.6305 28.5004 13.8709
O -0.0990 27.0490 13.9007
F -0.9204 26.8769 17.2023
H -1.8420 26.0635 14.5527
H -0.3370 25.4486 15.1917
H -1.4771 28.2873 15.9663
C -4.0671 19.4639 23.1452
C -3.3071 20.2229 24.2517
O -2.8432 21.3401 23.5918
C -2.8886 21.1620 22.2882
O -2.3535 21.8681 21.4323
O -3.4955 19.9977 21.9794
F -2.2855 19.4731 24.6792
H -5.1320 19.6951 23.1701
H -3.8502 18.4057 23.2916
H -3.8558 20.4775 25.1585
O 0.0641 13.9415 14.0465
P -0.7125 15.1158 13.6141
N -0.9913 16.1180 14.9933
C 0.1059 16.6879 15.7065
C -2.0715 15.5886 15.8444
N -2.2868 14.9002 12.8296
C -2.9521 13.6082 12.7860
C -3.2399 16.0522 12.4876
N 0.1776 16.0725 12.5461
C -0.3846 17.3917 12.2288
C 0.9914 15.4322 11.4736
H -0.1612 17.7050 15.9932
H 0.9289 16.7046 14.9920
H 0.3533 16.0362 16.5444
H -1.9833 14.5351 16.1100
H -3.0296 15.6752 15.3319
H -2.1573 16.2028 16.7408
H -3.7643 13.6766 13.5098
H -3.2729 13.3832 11.7689
H -2.3315 12.7361 12.9919
H -4.1972 15.8258 12.9570
H -2.8838 16.9842 12.9265
H -3.3223 16.2261 11.4147
H -0.9344 17.8109 13.0715
H 0.4433 18.0676 12.0150
H -1.1211 17.2717 11.4342
H 0.3583 14.7729 10.8799
H 1.7812 14.8534 11.9525
H 1.4412 16.0986 10.7376
O -4.4290 19.2413 12.1831
P -5.0101 20.3385 11.4340
N -5.3128 20.0647 9.7447
C -4.5561 18.9750 9.1338
C -6.2398 20.8002 8.8800
N -4.0126 21.7962 11.4747
C -2.6733 21.6350 11.8276
C -4.3126 22.8471 10.5310
N -6.5270 20.7806 12.1722
C -7.5369 19.7400 12.4132
C -6.9044 22.1271 12.7669
H -5.2478 18.2135 8.7736
H -3.8506 18.5686 9.8585
H -3.8050 19.3477 8.4373
H -6.5526 21.6525 9.4831
H -7.1360 20.2016 8.7169
H -5.6217 21.1891 8.0707
H -1.9603 21.1141 11.1885
H -2.2424 22.6053 12.0743
H -2.5529 21.0313 12.7271
H -5.3760 22.9102 10.2999
H -4.1972 23.8473 10.9484
H -3.7428 22.7430 9.6077
H -7.9042 19.4019 11.4442
H -7.0467 18.9796 13.0211
H -8.3069 20.1232 13.0827
H -7.5165 21.9633 13.6538
H -7.3241 22.6669 11.9180
H -6.0029 22.6652 13.0598
O 2.8437 23.7233 10.6296
P 2.0072 23.9050 9.4425
N 0.7203 22.7537 9.1971
C -0.1276 22.7237 8.0075
C 0.6998 21.5646 10.0738
N 2.9606 23.9512 7.9885
C 3.5677 22.7009 7.4913
C 3.9056 25.0783 7.7622
N 1.2627 25.4293 9.5239
C 1.5901 26.4170 10.5833
C 0.3498 25.8760 8.4546
H 0.5480 22.6179 7.1588
H -0.8258 23.5120 7.7261
H -0.6721 21.7830 7.9263
H -0.2042 20.9913 9.8682
H 0.6473 21.8462 11.1255
H 1.5404 20.9045 9.8602
H 2.7752 22.0665 7.0944
H 4.3759 22.9490 6.8033
H 3.9728 22.1483 8.3389
H 3.4701 26.0761 7.7077
H 4.6762 25.1281 8.5314
H 4.5003 24.9301 6.8609
H 2.0692 25.9875 11.4631
H 2.4111 27.0692 10.2853
H 0.7580 26.9938 10.9869
H 0.4721 26.9515 8.3263
H -0.6861 25.6590 8.7153
H 0.5289 25.4308 7.4759
O -0.9713 23.0772 15.6613
P -1.0988 21.6068 16.0491
N 0.0127 20.5492 15.3543
C 1.3552 20.4296 15.9342
C -0.1426 20.2816 13.9224
N -2.6335 20.8769 15.7267
C -3.7405 21.7083 15.2407
C -2.9008 19.4462 15.6279
N -1.0118 21.3651 17.7500
C -1.0466 22.5053 18.7058
C -1.3002 20.0657 18.4188
H 1.8473 19.5374 15.5471
H 1.3243 20.1925 16.9977
H 2.1180 21.2031 15.8451
H 0.6794 19.6993 13.5060
H -0.0372 21.2678 13.4702
H -1.0809 19.8138 13.6244
H -4.5541 21.1214 14.8143
H -4.0350 22.3091 16.1012
H -3.4203 22.4746 14.5347
H -3.6651 19.2597 16.3824
H -3.2657 19.3011 14.6111
H -2.0975 18.7531 15.8777
H -0.7457 23.4480 18.2486
H -2.0129 22.5967 19.2017
H -0.4067 22.2356 19.5460
H -0.9161 19.3092 17.7346
H -2.3739 19.9180 18.5354
H -0.6860 20.1144 19.3180
O -2.1989 28.1750 22.1844
P -1.6942 27.0578 22.9660
N -0.9746 25.7938 22.0235
C -1.0177 25.7455 20.5218
C -0.3613 24.6422 22.6649
N -2.9459 26.2340 23.7842
C -2.8341 25.0395 24.6979
C -4.3564 26.4020 23.4038
N -0.6020 27.3707 24.1902
C -1.0774 27.9204 25.4709
C 0.6776 27.8581 23.7693
H -1.9158 26.2140 20.1192
H -1.1121 24.7311 20.1343
H -0.1234 26.2419 20.1452
H 0.3836 24.1839 22.0144
H -1.0447 23.8109 22.8382
H 0.1073 24.9270 23.6069
H -2.2150 25.2377 25.5728
H -3.8395 24.8743 25.0854
H -2.6199 24.1583 24.0931
H -4.3890 27.1582 22.6196
H -4.7923 25.4618 23.0659
H -4.9753 26.7909 24.2124
H -2.0240 28.4374 25.3142
H -1.1456 27.1052 26.1912
H -0.4461 28.7631 25.7528
H 1.1894 28.2792 24.6347
H 0.5637 28.7055 23.0933
H 1.3201 27.1199 23.2893
O 6.9319 17.1999 15.5986
P 5.5184 17.0007 15.1645
N 5.1660 15.5879 14.1724
C 3.8619 15.3254 13.4436
C 6.0766 14.4405 14.1163
N 4.9519 18.2762 14.1100
C 3.5071 18.5412 13.7063
C 5.9435 19.0517 13.3125
N 4.3597 17.1172 16.3876
C 3.9232 15.8876 17.1057
C 4.2668 18.3627 17.1429
H 3.0440 15.4105 14.1591
H 3.7933 14.2894 13.1119
H 3.7398 15.9851 12.5845
H 7.0739 14.8732 14.1955
H 5.9625 13.8273 13.2223
H 5.8677 13.7811 14.9587
H 3.3831 18.1609 12.6924
H 2.8408 17.9839 14.3649
H 3.2373 19.5973 13.7019
H 6.3765 18.4301 12.5287
H 5.5521 19.9435 12.8230
H 6.7888 19.3320 13.9409
H 4.1417 14.9392 16.6147
H 4.3070 15.8256 18.1240
H 2.8357 15.9378 17.0513
H 4.4789 19.2285 16.5156
H 5.0408 18.3942 17.9097
H 3.2591 18.5288 17.5236
O -7.1136 19.6425 15.9225
P -7.1120 19.1864 17.2919
N -6.4328 17.5867 17.5353
C -6.7765 16.7471 18.7151
C -5.7634 16.8644 16.4628
N -8.6850 19.0873 17.9761
C -9.5549 17.9002 17.6122
C -9.4792 20.4109 18.0431
N -6.2100 20.1343 18.4058
C -6.0785 19.7581 19.8712
C -5.9998 21.5401 18.1120
H -5.9331 16.6032 19.3904
H -7.2420 15.7879 18.4886
H -7.5097 17.2491 19.3463
H -6.5112 16.4456 15.7894
H -4.9956 16.1963 16.8531
H -5.3481 17.6188 15.7947
H -10.0168 17.5336 18.5289
H -10.4246 18.1010 16.9866
H -9.0174 17.1079 17.0910
H -8.9333 21.2152 18.5362
H -9.7860 20.7608 17.0574
H -10.3612 20.1810 18.6409
H -6.9866 19.9919 20.4268
H -5.7728 18.7139 19.9368
H -5.2598 20.3373 20.2983
H -5.2357 21.9714 18.7587
H -6.8843 22.1747 18.0560
H -5.6585 21.6800 17.0863
O -6.4895 21.5925 23.3190
P -7.4135 22.7100 23.2492
N -7.0718 23.8284 22.0090
C -7.8948 25.0454 21.7932
C -5.8350 23.7909 21.2386
N -7.4856 23.5908 24.7080
C -8.2376 24.8586 24.9279
C -6.7672 23.0608 25.8988
N -9.0659 22.3500 22.8025
C -10.0073 21.8203 23.8625
C -9.4549 21.8057 21.4520
H -8.7903 24.9684 22.4098
H -8.1165 25.1262 20.7291
H -7.3144 25.9034 22.1324
H -5.0727 23.3187 21.8584
H -5.4916 24.8244 21.1927
H -5.9928 23.2988 20.2789
H -8.3633 25.0481 25.9939
H -7.6454 25.6576 24.4819
H -9.1867 24.7814 24.3976
H -5.7732 23.4935 26.0115
H -7.4195 23.1617 26.7663
H -6.6964 21.9764 25.8133
H -9.4712 21.7740 24.8104
H -10.8696 22.4709 24.0082
H -10.3606 20.8071 23.6708
H -8.9158 22.2922 20.6391
H -10.4965 21.8951 21.1433
H -9.1370 20.7655 21.5235
O 1.3250 17.7024 18.9703
P 1.8162 17.9954 20.3283
N 2.8777 19.4022 20.5451
C 2.4115 20.7619 20.5180
C 4.3449 19.3443 20.2529
N 2.6462 16.8117 21.1603
C 3.0213 16.9399 22.5587
C 2.9677 15.4753 20.6199
N 0.4865 18.3750 21.3472
C 0.5654 19.0931 22.6116
C -0.8660 17.8313 21.0995
H 2.6720 21.1758 19.5439
H 2.7711 21.4836 21.2514
H 1.3314 20.8615 20.4103
H 4.6727 18.3475 19.9580
H 4.8909 19.5823 21.1658
H 4.7318 20.1154 19.5867
H 3.0567 17.9907 22.8459
H 2.2663 16.3754 23.1059
H 3.9732 16.5126 22.8740
H 2.7365 15.3156 19.5667
H 3.9951 15.1959 20.8534
H 2.2650 14.7551 21.0390
H 1.5156 19.0105 23.1393
H 0.3478 20.1508 22.4631
H -0.2508 18.8417 23.2888
H -1.6409 18.3675 21.6472
H -0.8994 16.7644 21.3206
H -1.0648 17.9364 20.0329
O 5.8694 25.3574 17.4753
P 4.6220 24.8451 16.7969
N 4.8442 23.1379 16.2704
C 5.6906 22.7540 15.0708
C 4.8622 22.1485 17.3364
N 4.2098 25.6659 15.3980
C 3.2229 25.1680 14.3660
C 4.5547 27.0560 15.1483
N 3.1299 24.8641 17.7409
C 3.2287 25.1739 19.1088
C 1.7363 24.6193 17.2798
H 6.7269 22.7372 15.4084
H 5.6615 23.5123 14.2884
H 5.4619 21.7320 14.7687
H 3.9007 21.6400 17.4079
H 5.0409 22.6519 18.2866
H 5.5462 21.3180 17.1618
H 3.2184 24.0839 14.2524
H 2.2632 25.4380 14.8068
H 3.3126 25.6400 13.3877
H 4.0629 27.3517 14.2216
H 4.2939 27.6711 16.0095
H 5.6293 27.1395 14.9859
H 4.1133 25.7980 19.2358
H 2.3301 25.6228 19.5320
H 3.4924 24.2201 19.5659
H 1.2443 25.4423 16.7615
H 1.0463 24.3376 18.0752
H 1.7960 23.8240 16.5367
O -8.5980 26.5803 18.7319
P -7.6565 27.0613 17.6668
N -7.5154 25.9339 16.4479
C -7.4168 24.5508 16.8456
C -7.0260 26.1970 15.1382
N -6.0506 27.2581 18.2196
C -4.9339 27.6548 17.2943
C -5.5723 26.5524 19.4307
N -8.0825 28.5100 16.9224
C -9.4568 28.6231 16.4136
C -7.6252 29.7553 17.5880
H -7.7517 23.8655 16.0670
H -7.9584 24.3469 17.7693
H -6.3920 24.2397 17.0482
H -7.4735 27.0989 14.7205
H -7.2731 25.4426 14.3913
H -5.9386 26.2683 15.1112
H -5.1925 28.3533 16.4985
H -4.0965 28.0371 17.8780
H -4.5052 26.7721 16.8199
H -5.1442 25.5664 19.2501
H -4.8312 27.0598 20.0484
H -6.4362 26.3373 20.0596
H -9.6675 29.6488 16.1110
H -9.4894 27.9953 15.5232
H -10.1220 28.1548 17.1391
H -7.7657 30.6514 16.9835
H -6.6293 29.6302 18.0130
H -8.0888 29.7757 18.5743
```

Max |F|   4.7 eV/A
E   -269574.0915 eV
LUMO level   0.3 eV
Frontier orbital gap   7.8 eV

***

(3)
Formula: C9H17Cl2NO2
Source: the Open Molecules 2025 dataset
Level of theory: ωB97M-V with the def2-TZVPD basis set

Structure (XYZ):
```
31
C9H17Cl2NO2 | the Open Molecules 2025 dataset | ωB97M-V with the def2-TZVPD basis set
O 0.9386 -0.6317 1.6870
Cl -3.6151 1.6145 2.7643
Cl -3.2065 3.5192 0.4322
O 0.5406 1.2976 0.4926
C 1.3985 0.2343 0.9526
N -3.0604 1.8769 1.1276
C 3.1467 -1.1079 -0.3012
C 3.3732 1.3261 -0.2967
C 3.8671 -0.0573 1.7185
C -2.0306 1.2249 -0.9647
C -2.4183 -0.4739 0.9332
C -0.6835 1.5715 1.2032
C 2.9563 0.1041 0.5178
C -2.0025 0.9921 0.6059
H 4.2137 -1.3152 -0.4383
H 2.7167 -2.0110 0.2516
H 2.6564 -1.1031 -1.3586
H 2.6609 1.5800 -1.1266
H 3.3947 2.1168 0.4055
H 4.3926 1.2897 -0.7286
H 3.5610 -0.9541 2.2809
H 4.8965 -0.3260 1.3931
H 3.8516 0.7908 2.3259
H -1.6176 2.1115 -1.2408
H -1.5362 0.3579 -1.4810
H -3.0922 1.2035 -1.3512
H -3.4989 -0.8058 0.8871
H -2.0604 -0.7639 1.8666
H -1.8456 -1.1842 0.3329
H -0.6710 1.2582 2.2542
H -0.8217 2.6690 1.2596
```

Max |F|   4.4 eV/A
SMILES   CC(C)(C)C(=O)OCC(C)(C)N(Cl)Cl
E   -40235.4530 eV
LUMO level   -0.2 eV
Frontier orbital gap   8.6 eV
Relative energy (zero: lowest compared OMol25 entry of this formula, charge and spin)   0.0000 eV

***

The lowest max |F| belongs to which entry? C4H3FOS